[1]
Here is C5H10BNO in the gas phase at a distorted geometry from the OMol25 dataset. Energies are from the ωB97M-V functional and the def2-TZVPD basis.

Positions of all 18 atoms, in Å:
C1 0.44301 -2.31681 0.24397
B1 -0.05385 -1.14320 -0.67704
O1 -0.69010 -1.46970 -1.87230
N1 0.02960 0.22693 -0.41728
C2 0.52190 0.84281 0.99301
C3 -0.23825 2.12824 0.97911
C4 -0.84752 2.44445 -0.14492
C5 -0.37323 1.41601 -1.19976
H1 1.47244 -2.47815 0.13984
H2 -0.00017 -3.29469 -0.27373
H3 0.06357 -2.14218 1.25219
H4 -0.24948 -2.36449 -2.05676
H5 1.59428 1.05080 0.93814
H6 0.30155 0.15949 1.85549
H7 -0.35043 2.69367 1.91171
H8 -1.49110 3.15797 -0.47934
H9 -1.18197 1.14352 -2.01291
H10 0.47024 1.95853 -1.71264

Summary:
- energy relative to the best compared isomer or geometry (same formula, charge and spin) (kcal/mol) = 13.4
- E_HOMO (eV) = -8.98
- orbital gap (eV) = 9.651
- LUMO energy (eV) = 0.674
- charge = 0

Results of the Mulliken charge analysis, in e, for atoms 1 through 2: atom 1 (C): -0.929, atom 2 (B): 0.536

---

[2]
Here is 2 unconnected molecules or ions with the total composition C5H10Br2OSi at a distorted geometry from the OMol25 dataset. Energies are from the ωB97M-V functional and the def2-TZVPD basis.

Positions of all 19 atoms, in Å:
C1 -3.83629 0.11142 -0.45082
C2 1.58874 -0.83892 1.58089
C3 0.30517 1.74780 0.46737
C4 1.77971 -0.26214 -1.62200
C5 -0.82313 -0.86807 -0.24207
O1 -4.34727 -0.94296 -0.52579
Si1 0.79425 -0.04968 0.03616
Br1 -4.78956 1.89007 -0.24860
Br2 -1.14556 -2.70862 0.15023
H1 1.93351 0.01869 2.33149
H2 0.77078 -1.45198 2.15251
H3 2.48463 -1.56055 1.46174
H4 0.92728 2.36341 1.19934
H5 0.33578 2.31949 -0.36773
H6 -0.68778 1.87688 0.86464
H7 2.00709 0.67765 -2.17219
H8 2.87458 -0.60647 -1.39410
H9 1.42346 -1.05853 -2.19020
H10 -1.59539 -0.65750 -1.03087

Summary:
- multiplicity = 3
- E_HOMO (spin up / spin down) (eV) = -8.37 / -10.14
- <S²> = 2.013
- orbital gap (spin up / spin down) (eV) = 8.849 / 7.928
- LUMO energy (spin up / spin down) (eV) = 0.483 / -2.214
- charge = 0

Results of the Mulliken charge analysis, in e, for atoms 1 through 2: atom 1 (C): 0.373, atom 2 (C): -0.977

---

[3]
Here is a molecular structure, C5H10Br2Si at a distorted geometry from the OMol25 dataset. Energies are from the ωB97M-V functional and the def2-TZVPD basis.

Positions of all 18 atoms, in Å:
C1 0.20466 1.85761 1.79176
C2 0.22657 0.67144 1.26344
C3 -0.94771 0.64327 -1.50661
C4 1.72086 -0.30649 -1.13486
C5 -1.13338 -1.87509 0.15142
Si1 0.00675 -0.38249 -0.27863
Br1 0.58422 2.25162 3.62693
Br2 1.28153 -1.04443 2.82452
H1 -0.33171 2.72924 1.55843
H2 -2.03429 0.57067 -1.50500
H3 -0.72859 1.64768 -1.29670
H4 -0.50350 0.57985 -2.52750
H5 2.44023 -0.80638 -0.49629
H6 1.60714 -0.72091 -2.14776
H7 1.86791 0.75890 -1.12140
H8 -1.45513 -2.32348 -0.68898
H9 -0.70658 -2.56480 0.83764
H10 -2.09898 -1.68621 0.64958

Summary:
- energy relative to the best compared isomer or geometry (same formula, charge and spin) (kcal/mol) = 78.5
- E_HOMO (eV) = -9.66
- orbital gap (eV) = 8.065
- LUMO energy (eV) = -1.595
- charge = 0

Results of the Mulliken charge analysis, in e, for atoms 1 through 2: atom 1 (C): -0.012, atom 2 (C): -0.193

---

| no. | total energy (eV) |
| --- | --- |
| 1 | -9561.772 |
| 2 | -155353.913 |
| 3 | -153307.768 |